19
Properties=species:S:1:pos:R:3:forces:R:3:lowdin_charge:R:1 method="wB97M-V/def2-TZVPD" homo_lumo_gap_ev=8.883 e_lumo_ev=1.02 multiplicity=1 homo_energy_ha=-0.2889 e_above_lowest_kcal_mol=50.6 smiles="C=CN.CCC"
C 1.9443 2.8805 0.3225 -0.113 1.188 0.368 -0.0528
C 1.3512 1.6960 0.3805 -0.242 -2.687 -1.221 -0.3178
N 1.9712 0.5012 0.7062 0.633 1.640 -0.371 0.0471
H 3.0191 3.0005 0.2186 -0.021 -0.169 0.816 0.0428
H 1.3477 3.7701 0.5132 0.067 -0.021 -0.981 0.0374
H 0.4283 1.3678 -0.1273 -0.602 1.302 1.038 0.1048
H 2.8165 0.6256 1.2287 0.128 -0.805 0.170 0.0847
H 1.4575 -0.3450 0.6389 0.133 -0.464 0.166 0.0516
C -1.4875 -1.6377 0.9035 0.524 -1.490 -1.091 -0.1015
C -1.3820 -1.9522 -0.6183 -1.266 0.776 -1.104 -0.3082
C -2.0339 -0.9543 -1.6217 -0.126 -0.921 0.391 -0.1251
H -2.2312 -0.9197 1.2397 0.337 0.494 -0.405 0.0707
H -1.8782 -2.5974 1.2428 0.349 0.112 0.881 0.0590
H -0.4751 -1.4964 1.2834 -0.371 0.325 0.535 0.0470
H -0.4162 -2.1872 -1.0688 0.472 0.131 0.905 0.0911
H -1.9506 -2.8732 -0.7591 0.045 -0.058 -0.176 0.0835
H -1.6154 0.0501 -1.6400 -0.052 0.060 0.295 0.0543
H -3.1152 -0.9525 -1.4292 0.233 0.450 -0.130 0.0691
H -1.8827 -1.3796 -2.6160 -0.126 0.136 -0.088 0.0622